1.
11
Properties=species:S:1:pos:R:3 method="wB97M-V/def2-TZVPD" relative_energy_ev=6.850 fmax_ev_per_a=10.35 energy_ev=-9695.9702 orbital_gap_ev=8.48
C 0.693 -2.229 2.472
C 0.699 -1.071 1.897
C 0.588 0.075 1.180
N 0.709 0.047 -0.117
N -0.400 1.209 -0.349
C -0.916 1.324 -1.641
C -0.359 0.634 -2.805
N -0.207 -0.028 -3.807
H 0.423 -3.312 3.161
H 0.320 1.015 1.729
H -1.550 2.337 -1.720

***

2.
99
Properties=species:S:1:pos:R:3 method="wB97M-V/def2-TZVPD" relative_energy_ev=4.796 fmax_ev_per_a=4.70 spin_multiplicity=3 energy_ev=-162516.5593 orbital_gap_ev="7.98 / 7.41"
Ni 2.800 -1.566 -2.030
O 1.132 -2.952 -1.931
C 0.040 -2.204 -1.364
C 0.343 -0.698 -1.214
O 1.527 -0.078 -1.523
H -0.150 -2.563 -0.353
H -0.936 -2.300 -1.839
H 0.139 -0.333 -0.207
H -0.479 -0.244 -1.767
C -0.091 2.342 2.750
C 0.332 3.748 3.250
C -0.697 4.703 2.571
S -1.580 3.742 1.276
O -1.454 4.463 0.026
O -2.801 3.347 1.862
C -0.415 2.305 1.355
H -1.000 2.049 3.275
H 0.680 1.577 2.845
H 1.380 3.923 3.010
H 0.302 3.670 4.337
H -0.171 5.522 2.081
H -1.439 5.184 3.209
H 0.379 2.681 0.711
H -0.803 1.468 0.773
C 1.024 -2.192 2.655
C 1.426 -3.712 2.763
C 2.472 -3.982 1.662
S 3.470 -2.335 1.458
O 3.372 -1.791 0.147
O 4.804 -2.385 2.096
C 2.301 -1.339 2.520
H 0.608 -1.830 3.595
H 0.231 -2.028 1.925
H 0.521 -4.247 2.474
H 1.692 -3.902 3.803
H 2.065 -4.097 0.658
H 3.178 -4.812 1.671
H 2.099 -0.323 2.181
H 2.800 -1.273 3.487
C -2.043 3.465 -4.413
C -1.041 2.289 -4.598
C -0.019 2.299 -3.423
S 0.490 4.127 -3.667
O 1.492 4.346 -4.741
O 0.805 4.675 -2.323
C -1.225 4.733 -4.316
H -2.601 3.092 -3.555
H -2.788 3.462 -5.209
H -0.472 2.473 -5.510
H -1.558 1.339 -4.730
H 0.864 1.683 -3.591
H -0.464 2.300 -2.428
H -1.050 5.206 -5.283
H -1.611 5.405 -3.550
C 4.889 2.707 0.440
C 5.287 3.158 -1.017
C 6.072 2.027 -1.713
S 5.454 0.438 -0.913
O 6.640 -0.162 -0.305
O 4.624 -0.370 -1.859
C 4.412 1.267 0.374
H 4.272 3.431 0.972
H 5.807 2.798 1.022
H 5.616 4.178 -1.212
H 4.308 3.172 -1.497
H 7.060 2.213 -1.292
H 6.292 1.834 -2.763
H 4.496 0.690 1.295
H 3.341 1.241 0.172
C -4.095 1.351 -0.996
C -5.096 1.981 -0.089
C -4.941 1.178 1.200
S -3.942 -0.382 0.986
O -4.767 -1.495 1.375
O -2.636 -0.270 1.550
C -3.906 -0.189 -0.791
H -3.148 1.802 -0.700
H -4.171 1.610 -2.052
H -6.057 1.762 -0.553
H -5.097 3.071 -0.077
H -5.965 0.831 1.338
H -4.715 1.792 2.072
H -4.763 -0.740 -1.177
H -2.944 -0.548 -1.157
C -3.268 -5.725 1.191
C -2.169 -4.619 1.040
C -1.026 -5.270 0.200
S -0.976 -7.012 0.763
O 0.200 -7.290 1.591
O -1.147 -7.844 -0.408
C -2.651 -7.032 1.595
H -4.009 -5.744 0.391
H -3.811 -5.450 2.095
H -1.851 -4.105 1.947
H -2.505 -3.669 0.625
H -0.038 -4.846 0.379
H -1.245 -5.278 -0.868
H -2.539 -6.985 2.678
H -3.173 -7.939 1.290

***

3.
17
Properties=species:S:1:pos:R:3 method="wB97M-V/def2-TZVPD" relative_energy_ev=5.163 fmax_ev_per_a=4.36 energy_ev=-11818.8965 orbital_gap_ev=8.67
C -1.557 -1.359 -1.486
N -0.321 -0.614 -1.351
N 0.427 -0.723 -0.260
O 0.431 -1.770 0.398
H -0.232 0.313 -1.756
H -2.377 -0.866 -0.959
H -1.408 -2.356 -1.074
H -1.802 -1.433 -2.544
C -0.423 1.083 1.371
C 0.997 0.952 0.286
N 2.115 0.732 1.043
O 0.974 1.699 -0.686
H 2.133 -0.065 1.657
H 2.983 0.985 0.602
H -0.092 1.917 1.982
H -1.321 1.323 0.809
H -0.527 0.183 1.969

***

4.
44
Properties=species:S:1:pos:R:3 method="wB97M-V/def2-TZVPD" relative_energy_ev=1.241 fmax_ev_per_a=6.80 spin_multiplicity=7 energy_ev=-77796.3861 orbital_gap_ev="4.96 / 4.96" total_charge=+2
C 4.104 -3.403 -4.675
C 4.326 -3.012 -3.312
H 4.827 -4.158 -5.033
H 4.153 -2.503 -5.322
H 3.102 -3.873 -4.687
O 4.217 -2.754 -2.172
I -0.167 -3.410 -1.639
Tb 0.753 -0.731 -1.485
P 2.935 1.124 -0.922
C 3.546 1.565 0.697
C 4.444 0.833 -1.920
H 1.774 2.727 -2.344
H 3.394 3.292 -1.872
H 2.027 3.369 -0.700
C 2.484 2.796 -1.514
H 4.174 0.394 -2.893
H 4.931 1.808 -2.084
H 4.252 2.397 0.634
H 4.028 0.743 1.224
H 5.133 0.145 -1.415
H 2.704 1.868 1.320
C 2.189 -1.212 0.527
O 2.889 -1.389 1.435
Cl 0.790 0.610 -3.580
N -8.295 -1.158 4.576
C -7.324 -0.862 3.993
C -6.134 -0.503 3.310
C -5.507 -1.475 2.514
C -4.293 -1.184 1.885
C -3.701 0.068 2.073
C -4.352 1.057 2.816
C -5.582 0.787 3.427
N -2.503 0.390 1.393
C -1.804 1.610 1.513
C -0.796 1.560 0.594
N -0.773 0.283 0.001
C -1.848 -0.384 0.494
H -5.919 -2.474 2.334
H -3.828 -1.903 1.207
H -3.950 2.067 2.863
H -6.115 1.560 3.987
H -2.035 2.381 2.233
H -0.108 2.346 0.316
H -2.144 -1.395 0.204

***

5.
71
Properties=species:S:1:pos:R:3 method="wB97M-V/def2-TZVPD" relative_energy_ev=3.663 fmax_ev_per_a=6.60 spin_multiplicity=2 energy_ev=-115600.4099 orbital_gap_ev="7.20 / 7.14"
Cu -0.850 0.301 0.936
S -1.087 1.395 3.421
O -1.357 0.047 2.922
O 0.292 1.473 3.905
O -1.312 1.896 2.091
O -2.012 2.008 4.394
C 4.797 4.403 1.444
C 4.202 3.512 0.256
C 4.659 2.022 0.150
O 3.491 1.309 0.350
C 2.452 2.032 0.540
O 1.311 1.625 0.595
O 2.772 3.318 0.326
H 4.833 5.481 1.286
H 5.810 4.045 1.630
H 4.258 4.244 2.377
H 4.417 4.080 -0.650
H 5.438 1.790 0.875
H 5.006 1.673 -0.822
C -4.635 -4.017 1.478
C -4.576 -3.048 0.322
C -5.703 -2.066 0.220
O -5.132 -0.775 0.463
C -3.765 -0.898 0.516
O -2.974 0.010 0.613
O -3.462 -2.215 0.465
H -5.444 -4.731 1.325
H -5.151 -3.483 2.277
H -3.664 -4.454 1.713
H -4.483 -3.464 -0.681
H -6.508 -2.181 0.946
H -6.390 -2.157 -0.621
C -4.045 4.606 -2.605
C -2.581 4.256 -2.647
C -1.663 5.084 -1.756
O -1.072 4.099 -0.905
C -1.591 2.884 -1.200
O -1.291 1.858 -0.625
O -2.511 2.885 -2.202
H -4.613 3.974 -3.288
H -4.086 5.632 -2.970
H -4.429 4.617 -1.584
H -2.168 4.217 -3.655
H -2.325 5.647 -1.099
H -0.986 5.755 -2.285
C 4.042 -2.954 4.509
C 3.612 -2.461 3.084
C 3.262 -3.547 2.090
O 2.151 -3.074 1.427
C 1.751 -1.893 1.995
O 0.854 -1.144 1.629
O 2.389 -1.789 3.098
H 3.384 -3.660 5.017
H 4.270 -2.084 5.126
H 5.020 -3.414 4.647
H 4.389 -1.854 2.620
H 3.101 -4.546 2.496
H 3.975 -3.768 1.296
C 1.756 -2.966 -4.612
C 0.588 -2.135 -4.037
C -0.655 -2.997 -3.656
O -0.904 -2.573 -2.298
C -0.075 -1.591 -1.865
O -0.257 -0.923 -0.855
O 0.973 -1.521 -2.812
H 2.508 -2.256 -4.957
H 1.459 -3.555 -5.480
H 2.210 -3.691 -3.937
H 0.257 -1.364 -4.733
H -0.453 -4.068 -3.678
H -1.481 -2.859 -4.354

***

6.
17
Properties=species:S:1:pos:R:3 method="wB97M-V/def2-TZVPD" relative_energy_ev=6.111 fmax_ev_per_a=5.95 energy_ev=-19698.1920 orbital_gap_ev=8.95
C -1.522 -0.612 -0.368
C -0.230 -0.269 -1.177
C 0.517 1.333 0.863
C 1.170 -0.053 0.822
C 0.868 -0.914 -0.466
H -2.538 0.870 0.722
H -1.179 -1.791 -0.133
H -2.568 -0.451 -0.902
H -0.346 -0.833 -2.274
H 1.311 2.116 0.922
H -0.476 1.491 1.563
H 1.334 -0.584 1.911
H 2.568 0.542 -0.670
H 0.852 -2.093 -0.792
N 2.154 -0.265 -0.123
O -1.764 -0.090 0.959
S -0.150 1.601 -0.857

***

7.
20
Properties=species:S:1:pos:R:3 method="wB97M-V/def2-TZVPD" relative_energy_ev=3.345 fmax_ev_per_a=1.32 energy_ev=-10963.6455 orbital_gap_ev=6.58 total_charge=-1
C -0.512 -1.262 2.018
O -1.806 -1.137 2.245
C 0.018 -0.434 0.693
C 0.559 -1.385 -0.360
C 0.953 -0.741 -1.676
C 1.604 0.403 -1.778
N -1.094 0.381 0.178
H -0.082 -2.295 1.831
H 0.157 -0.860 2.824
H 0.780 0.246 1.084
H 1.476 -1.814 0.080
H -0.100 -2.236 -0.532
H 0.597 -1.247 -2.567
H 1.876 0.992 -0.925
H 1.885 0.792 -2.746
H -1.856 -0.304 0.115
H -1.440 0.830 1.020
H -0.613 3.462 -1.187
H 0.372 2.357 -1.310
O 0.339 3.325 -1.279

***

8.
49
Properties=species:S:1:pos:R:3 method="wB97M-V/def2-TZVPD" relative_energy_ev=0.000 fmax_ev_per_a=0.91 energy_ev=-32378.4472 orbital_gap_ev=9.37
C -0.324 -1.417 4.343
C -0.001 -0.187 3.507
O -1.069 0.117 2.607
C -1.132 -0.568 1.478
O -0.315 -1.383 1.124
C -2.385 -0.196 0.710
C -3.416 -1.303 0.976
O -3.944 -1.535 2.023
O -3.649 -1.983 -0.134
C -2.839 -1.559 -1.252
C -3.776 -1.449 -2.452
C -1.791 -2.649 -1.469
C -2.263 -0.182 -0.821
C -0.852 0.161 -1.312
C -0.810 0.493 -2.808
C -0.362 1.418 -0.598
O -1.133 2.281 -0.235
C 1.100 1.585 -0.459
C 1.993 0.529 -0.298
C 3.349 0.761 -0.162
C 3.847 2.061 -0.197
O 5.155 2.397 -0.093
C 6.113 1.373 0.043
C 2.953 3.128 -0.339
C 1.605 2.890 -0.455
H -1.275 -1.280 4.851
H 0.458 -1.575 5.080
H -0.393 -2.294 3.705
H 0.917 -0.342 2.929
H 0.099 0.702 4.132
H -2.748 0.747 1.120
H -4.212 -2.422 -2.664
H -4.582 -0.753 -2.235
H -3.236 -1.104 -3.327
H -1.115 -2.696 -0.619
H -2.298 -3.607 -1.557
H -1.224 -2.470 -2.377
H -2.937 0.599 -1.189
H -0.173 -0.665 -1.116
H -1.502 1.300 -3.036
H 0.193 0.811 -3.087
H -1.071 -0.375 -3.408
H 1.638 -0.487 -0.229
H 4.010 -0.081 -0.025
H 7.077 1.877 0.092
H 5.959 0.798 0.961
H 6.102 0.697 -0.817
H 3.350 4.130 -0.352
H 0.910 3.709 -0.557

***

9.
4
Properties=species:S:1:pos:R:3 method="wB97M-V/def2-TZVPD" relative_energy_ev=3.697 fmax_ev_per_a=4.89 energy_ev=-37970.4250 orbital_gap_ev=6.38 total_charge=-1
Be -0.774 -0.051 0.695
Cl -0.096 2.230 -0.788
Cl -0.896 -1.657 -1.539
Cl 1.767 -0.522 1.632

***

10.
69
Properties=species:S:1:pos:R:3 method="wB97M-V/def2-TZVPD" fmax_ev_per_a=4.27 energy_ev=-99507.0819 orbital_gap_ev=5.12 total_charge=+2
Re 0.304 -0.496 -0.018
C 1.228 3.853 -5.198
C 1.130 3.234 -3.864
C 2.161 3.334 -2.923
C 2.021 2.859 -1.643
C 0.839 2.194 -1.253
N 0.719 1.640 -0.001
C 0.998 2.406 1.058
C 0.977 3.830 0.890
C 1.472 4.680 1.832
C 1.997 4.174 3.034
C 2.653 5.048 4.008
C 1.825 2.795 3.298
C 1.310 1.917 2.374
C 1.038 0.474 2.786
O 0.968 -0.472 1.818
C -0.370 0.455 3.503
F -0.541 -0.647 4.210
F -0.568 1.506 4.287
F -1.302 0.469 2.540
C 2.144 -0.081 3.762
F 2.051 -1.393 3.860
F 2.062 0.431 4.988
F 3.345 0.222 3.277
C -0.194 2.065 -2.212
C -0.057 2.580 -3.478
C -1.499 1.553 -1.601
O -1.299 1.076 -0.353
C -2.180 0.463 -2.481
F -1.389 -0.621 -2.553
F -2.432 0.862 -3.715
F -3.316 0.053 -1.934
C -2.465 2.789 -1.484
F -2.702 3.342 -2.670
F -3.614 2.478 -0.930
F -1.867 3.721 -0.734
H 2.191 4.330 -5.356
H 1.052 3.114 -5.981
H 0.444 4.604 -5.315
H 3.098 3.791 -3.206
H 2.832 2.914 -0.931
H 0.530 4.222 -0.009
H 1.460 5.746 1.661
H 2.872 6.029 3.595
H 2.017 5.187 4.891
H 3.564 4.584 4.393
H 2.124 2.458 4.278
H -0.871 2.559 -4.188
Cl -3.591 -6.688 0.538
C -2.916 -5.148 0.353
C -3.739 -4.043 0.071
C -3.202 -2.788 -0.073
C -1.809 -2.574 0.077
O -1.309 -1.387 -0.030
C -0.962 -3.710 0.321
C 0.474 -3.524 0.346
O 1.064 -2.466 0.168
C -1.529 -4.973 0.451
H -4.804 -4.192 -0.035
H -3.824 -1.935 -0.309
H 1.089 -4.428 0.480
H -0.896 -5.831 0.621
F 3.872 0.876 -2.861
C 3.610 -0.412 -2.572
F 3.407 -1.046 -3.712
F 4.669 -0.922 -1.972
C 2.359 -0.440 -1.660
O 1.224 -0.599 -2.137
O 2.502 -0.197 -0.444

***

11.
16
Properties=species:S:1:pos:R:3 method="wB97M-V/def2-TZVPD" relative_energy_ev=6.622 fmax_ev_per_a=6.44 energy_ev=-10336.1037 orbital_gap_ev=8.14
H 2.528 -2.161 -0.233
N 1.396 -1.910 -0.081
C 1.259 -0.520 -0.108
C 2.101 0.805 0.089
N -0.074 -0.187 -0.300
C -0.766 0.962 -0.347
C -1.991 0.613 0.028
C -2.173 -0.873 0.081
O -0.841 -1.258 -0.183
H 3.289 0.736 0.620
H 1.638 1.495 0.747
H 2.323 1.566 -0.743
H -0.419 2.110 -0.400
H -2.779 1.351 0.294
H -3.078 -1.259 -0.524
H -2.412 -1.471 1.057

***

12.
45
Properties=species:S:1:pos:R:3 method="wB97M-V/def2-TZVPD" relative_energy_ev=2.856 fmax_ev_per_a=2.19 energy_ev=-27620.7825 orbital_gap_ev=9.66
O -2.282 1.587 -0.241
C -1.554 0.372 -0.379
C -0.241 0.310 0.376
C 0.764 1.394 -0.018
N 1.353 1.102 -1.330
C 2.532 0.201 -1.304
C 2.183 -1.222 -1.764
O 2.195 -2.068 -0.567
H -1.879 2.286 -0.774
H -1.391 0.151 -1.435
H -2.231 -0.392 -0.003
H 0.270 -0.631 0.344
H -0.488 0.455 1.426
H 1.550 1.478 0.730
H 0.297 2.379 0.004
H 1.540 1.928 -1.877
H 2.949 0.122 -0.303
H 3.278 0.694 -1.933
H 2.816 -1.726 -2.492
H 1.167 -1.246 -2.156
H 1.277 -2.016 -0.294
O 0.430 -0.875 4.291
H 0.300 0.064 4.207
H 0.910 -1.164 3.502
O -1.035 -2.288 -1.624
H -1.190 -2.391 -0.666
H -1.691 -2.891 -1.994
O -2.053 -0.526 2.670
H -2.335 0.191 3.238
H -1.760 -1.106 3.384
O -0.221 0.584 -3.865
H -0.937 -0.056 -3.799
H 0.341 0.480 -3.077
O -0.900 -2.712 1.131
H -1.131 -1.864 1.546
H -0.598 -3.263 1.858
O -2.117 2.134 2.404
H -2.141 3.082 2.313
H -2.230 1.783 1.497
O -1.153 2.820 -2.525
H -0.775 3.437 -3.104
H -0.822 1.992 -2.942
O 1.945 -0.817 1.968
H 2.733 -0.366 2.291
H 2.320 -1.404 1.285